Computed, not measured: an isolated molecule of C2H2ClN3O2 in a non-equilibrium geometry, with ωB97M-V/def2-TZVPD.

Element x y z (Å)
O -0.267 2.496 1.314
N -0.394 1.661 0.229
C 0.000 0.486 0.390
O 0.564 -0.017 1.540
N 1.039 -1.320 1.196
N 0.526 -1.673 -0.028
C -0.009 -0.638 -0.540
Cl -0.666 -0.566 -2.094
H 0.163 2.004 2.017
H 0.631 -1.975 1.873

Calculated values
Spin multiplicity: 1
E_LUMO (eV): 0.25
HOMO (eV): -9.2292
Maximum force (eV/Å): 1.1

=====

Computed, not measured: an isolated molecule of C2H2O2 in a non-equilibrium geometry, with ωB97M-V/def2-TZVPD.

Element x y z (Å)
C -1.329 0.104 0.562
C -0.290 -0.637 0.061
O 1.228 -0.766 -0.437
O 1.730 0.561 -0.185
H -2.517 -0.149 0.928
H 1.178 0.888 -0.929

Calculated values
Spin multiplicity: 1
E_LUMO (alpha / beta) (eV): -0.73 / -0.73
HOMO (alpha / beta) (eV): -10.2103 / -10.2107
Maximum force (eV/Å): 7.1

=====

Computed, not measured: a cluster of 3 separate species, C4H14O3S in total in a non-equilibrium geometry, with ωB97M-V/def2-TZVPD.

Element x y z (Å)
O 2.346 0.671 -0.586
C 1.146 0.910 -1.308
C 0.061 0.488 -0.232
C -1.311 1.041 -0.561
C -2.413 0.231 0.164
S -3.754 -0.452 -0.831
H 2.937 1.445 -0.695
H 1.155 1.952 -1.800
H 1.080 0.218 -2.097
H 0.463 0.749 0.718
H 0.081 -0.592 -0.201
H -1.365 1.078 -1.652
H -1.358 2.047 -0.060
H -1.778 -0.496 0.771
H -3.090 0.872 0.846
H -3.029 -1.013 -1.818
O 0.016 -1.672 2.437
H 0.387 -2.515 2.035
H 0.703 -1.010 2.349
O 2.273 -1.547 0.977
H 2.183 -0.771 0.538
H 3.268 -1.635 1.007

Calculated values
Spin multiplicity: 1
E_LUMO (eV): 0.41
HOMO (eV): -8.8163
Maximum force (eV/Å): 5.4

=====

Computed, not measured: a cluster of 6 separate species, C36H54FN5O9 in total in a non-equilibrium geometry, with ωB97M-V/def2-TZVPD.

Element x y z (Å)
C -0.478 -1.194 2.216
C 0.210 0.072 1.793
O 1.406 0.158 1.727
O -0.635 1.073 1.551
C -0.062 2.219 0.898
C -1.130 3.008 0.097
C -2.529 2.434 0.155
C -3.499 3.188 0.813
C -4.803 2.740 0.955
C -5.125 1.503 0.425
C -4.176 0.724 -0.257
C -2.858 1.184 -0.406
C -1.786 0.381 -1.113
C -1.953 0.227 -2.641
C -1.664 -1.215 -3.015
F -2.058 -1.520 -4.302
C -4.674 -0.594 -0.749
O -4.374 -1.104 -1.799
C -5.661 -1.279 0.147
C -5.647 -2.663 0.253
C -6.601 -3.264 1.072
C -7.538 -2.482 1.737
C -7.547 -1.099 1.622
C -6.590 -0.489 0.818
C -6.509 0.979 0.628
O -7.473 1.696 0.674
H -1.391 -1.375 1.658
H -0.690 -1.109 3.281
H 0.193 -2.031 2.067
H 0.730 1.937 0.209
H 0.391 2.844 1.660
H -0.828 3.139 -0.941
H -1.149 3.995 0.548
H -3.241 4.141 1.256
H -5.521 3.335 1.497
H -1.745 -0.600 -0.636
H -0.812 0.819 -0.949
H -2.955 0.489 -2.957
H -1.247 0.848 -3.195
H -0.610 -1.444 -2.846
H -2.219 -1.848 -2.326
H -4.935 -3.263 -0.290
H -6.587 -4.341 1.149
H -8.273 -2.978 2.356
H -8.276 -0.498 2.143
C -3.060 -5.082 -4.964
N -2.512 -5.616 -3.728
C -2.915 -6.939 -3.288
C -1.641 -4.923 -2.976
O -1.151 -5.318 -1.932
H -4.147 -5.019 -4.893
H -2.800 -5.733 -5.800
H -2.660 -4.087 -5.147
H -3.385 -6.878 -2.306
H -2.035 -7.579 -3.207
H -3.617 -7.362 -4.003
H -1.399 -3.934 -3.398
C 1.226 3.322 6.875
N 0.891 3.120 5.479
C 0.058 1.989 5.100
C 1.325 3.943 4.514
O 1.063 3.807 3.329
H 1.768 2.455 7.258
H 0.316 3.458 7.462
H 1.852 4.205 6.986
H 0.601 1.348 4.404
H -0.847 2.341 4.604
H -0.209 1.421 5.987
H 1.952 4.767 4.891
C 4.296 4.164 2.013
N 4.792 5.492 2.325
C 6.064 5.927 1.759
C 4.114 6.336 3.117
O 4.476 7.460 3.419
H 5.017 3.415 2.348
H 4.160 4.070 0.934
H 3.342 3.988 2.503
H 6.754 6.174 2.560
H 5.907 6.820 1.153
H 6.487 5.140 1.149
H 3.164 5.910 3.482
C -0.864 -10.748 -5.904
N -1.982 -10.094 -6.556
C -2.219 -10.334 -7.970
C -2.813 -9.269 -5.895
O -3.765 -8.694 -6.389
H 0.072 -10.454 -6.382
H -0.972 -11.832 -5.973
H -0.827 -10.464 -4.854
H -2.173 -9.394 -8.521
H -3.211 -10.763 -8.114
H -1.467 -11.018 -8.356
H -2.553 -9.157 -4.831
C 11.997 6.697 2.533
N 10.640 6.771 2.030
C 10.008 8.072 1.873
C 9.937 5.672 1.700
O 8.797 5.687 1.275
H 12.051 7.139 3.531
H 12.673 7.240 1.870
H 12.319 5.660 2.591
H 9.106 8.125 2.482
H 9.724 8.224 0.831
H 10.700 8.852 2.180
H 10.497 4.734 1.853

Calculated values
Spin multiplicity: 1
E_LUMO (eV): -0.48
HOMO (eV): -8.6915
Maximum force (eV/Å): 1.2

=====

Computed, not measured: a cluster of 2 separate species, C2H8N in total in a non-equilibrium geometry, with ωB97M-V/def2-TZVPD.

Element x y z (Å)
C 0.032 1.327 -1.709
N -0.503 -0.318 1.115
C 0.322 -1.324 1.467
H 0.601 1.114 -2.608
H -1.011 1.547 -1.921
H 0.489 2.193 -1.227
H -1.376 -0.342 1.686
H 0.106 0.498 -1.008
H -0.282 -1.682 0.512
H 1.386 -1.135 1.291
H 0.237 -1.879 2.402

Calculated values
Total charge: +1
Spin multiplicity: 1
E_LUMO (eV): -8.95
HOMO (eV): -16.4970
Maximum force (eV/Å): 3.7

=====

Computed, not measured: a cluster of 2 separate species, C5H12O in total, with ωB97M-V/def2-TZVPD.

Element x y z (Å)
C -0.311 1.893 -1.861
C 0.345 0.661 -1.236
C -0.282 0.326 0.065
C 0.290 -2.207 0.530
O 0.339 0.575 1.161
C -0.032 0.114 2.355
H -1.384 1.724 -2.009
H -0.198 2.752 -1.192
H 0.133 2.139 -2.829
H 1.419 0.819 -1.083
H 0.248 -0.203 -1.913
H -1.302 -0.048 0.133
H -0.544 -2.310 -0.172
H 0.428 -3.155 1.046
H 1.194 -1.968 -0.040
H -1.095 -0.045 2.508
H 0.136 -1.490 1.380
H 0.616 0.422 3.158

Calculated values
Spin multiplicity: 1
E_LUMO (alpha / beta) (eV): 0.85 / 0.77
HOMO (alpha / beta) (eV): -7.2648 / -6.9425
Maximum force (eV/Å): 0.9

=====

Computed, not measured: a structure of composition C23H41BiN2O2P2 in a non-equilibrium geometry, with ωB97M-V/def2-TZVPD.

Element x y z (Å)
Bi -0.078 -0.294 0.096
P 1.540 -1.364 -1.742
C 1.579 -0.076 -2.938
C 0.557 0.915 -3.042
N -0.275 1.173 -1.960
C -1.211 2.139 -2.039
C -1.461 2.821 -3.226
C -0.654 2.577 -4.338
C 0.373 1.655 -4.233
C -2.065 2.470 -0.820
P -1.322 2.039 0.801
H 1.059 1.438 -5.053
H -2.269 3.554 -3.245
H -0.822 3.113 -5.271
H -2.278 3.550 -0.796
H -3.034 1.949 -0.895
H 3.156 1.350 -2.402
H 2.277 -0.150 -3.783
H 3.210 1.939 -0.193
O 3.769 1.698 -1.718
H 4.332 2.345 -2.176
H 1.337 0.468 0.880
O 2.832 1.959 0.736
H 3.117 2.797 1.154
C -0.273 3.477 1.166
H -0.903 4.377 1.237
H 0.238 3.312 2.126
H 0.484 3.610 0.380
C -2.643 2.015 2.047
H -2.186 1.878 3.041
H -3.206 2.962 2.037
H -3.331 1.175 1.852
C 0.861 -2.949 -2.325
H 1.542 -3.405 -3.061
H 0.749 -3.636 -1.471
H -0.128 -2.806 -2.787
C 3.215 -1.660 -1.107
H 3.183 -2.476 -0.370
H 3.875 -1.958 -1.936
H 3.617 -0.755 -0.630
C -4.213 -6.006 0.301
C -3.625 -4.701 -0.164
C -3.941 -4.183 -1.424
C -3.421 -2.954 -1.847
C -3.807 -2.430 -3.208
C -2.570 -2.250 -0.996
C -2.202 -2.739 0.299
C -2.760 -3.991 0.674
N -1.334 -2.002 1.098
C -1.080 -2.312 2.536
C -2.390 -2.367 3.333
C -0.267 -3.609 2.684
C -0.240 -1.200 3.182
H -5.308 -5.957 0.376
H -3.981 -6.826 -0.391
H -3.816 -6.265 1.288
H -4.607 -4.737 -2.093
H -3.548 -3.148 -3.999
H -4.890 -2.254 -3.282
H -3.303 -1.486 -3.434
H -2.195 -1.277 -1.344
H -2.516 -4.417 1.649
H -3.098 -3.104 2.950
H -2.169 -2.625 4.378
H -2.888 -1.386 3.317
H 0.762 -3.457 2.329
H -0.225 -3.897 3.745
H -0.681 -4.451 2.123
H 0.721 -1.041 2.674
H -0.785 -0.248 3.229
H 0.001 -1.497 4.213

Calculated values
Total charge: +2
Spin multiplicity: 1
E_LUMO (alpha / beta) (eV): -8.86 / -8.93
HOMO (alpha / beta) (eV): -12.8471 / -12.8482
Maximum force (eV/Å): 2.1

=====

Computed, not measured: a cluster of 2 separate species, C4H7BrNO5 in total, with ωB97M-V/def2-TZVPD.

Element x y z (Å)
O 1.925 -3.865 -1.106
N 0.830 -3.402 -1.349
O -0.075 -4.332 -1.517
C -1.491 -4.011 -1.834
Br -1.828 -2.077 -1.378
H -1.966 -4.485 -0.965
C -1.020 3.658 1.445
O -1.000 2.307 0.995
C 0.223 1.847 0.689
O 1.239 2.496 0.780
O 0.114 0.599 0.287
C 1.331 -0.053 -0.106
H -2.064 3.880 1.650
H -0.425 3.774 2.350
H -0.635 4.328 0.677
H 2.030 -0.078 0.729
H 1.779 0.470 -0.949
H 1.032 -1.056 -0.399

Calculated values
Total charge: -1
Spin multiplicity: 1
E_LUMO (eV): 2.87
HOMO (eV): -2.9817
Maximum force (eV/Å): 0.3

=====

Computed, not measured: a cluster of 2 separate species, C14H23FNO2S in total in a non-equilibrium geometry, with ωB97M-V/def2-TZVPD.

Element x y z (Å)
C -4.295 -1.952 0.410
C -3.018 -1.992 -0.400
O -1.901 -2.011 0.515
C -0.715 -2.358 -0.057
C 0.238 -2.701 0.965
S 1.518 -3.665 0.430
C 2.611 -2.453 -0.376
C 2.415 -3.949 1.980
O -0.506 -2.346 -1.269
H -5.115 -1.616 -0.236
H -4.543 -2.960 0.767
H -4.230 -1.277 1.272
H -3.000 -2.901 -1.017
H -2.945 -1.105 -1.043
H -0.113 -2.692 2.001
H 2.120 -2.166 -1.310
H 2.734 -1.590 0.286
H 3.570 -2.946 -0.565
H 1.992 -4.866 2.396
H 3.471 -4.089 1.741
H 2.248 -3.096 2.640
C -2.138 1.378 0.162
C -0.855 2.053 -0.122
N 0.285 1.348 -0.119
F 0.227 -0.056 0.359
C 1.492 1.860 -0.398
C 2.684 0.987 -0.351
C 1.571 3.210 -0.726
C 0.425 4.004 -0.778
C 0.520 5.455 -1.160
C -0.794 3.401 -0.462
H -2.878 2.132 0.448
H -2.525 0.881 -0.739
H -2.049 0.642 0.966
H 3.565 1.577 -0.618
H 2.844 0.591 0.659
H 2.615 0.154 -1.059
H 2.551 3.639 -0.938
H -0.473 5.919 -1.152
H 1.165 6.007 -0.460
H 0.950 5.577 -2.165
H -1.719 3.978 -0.476

Calculated values
Total charge: +1
Spin multiplicity: 1
E_LUMO (eV): -3.85
HOMO (eV): -10.0495
Maximum force (eV/Å): 3.4

=====

Computed, not measured: a cluster of 3 separate species, C14H23F6NO6 in total in a non-equilibrium geometry, with ωB97M-V/def2-TZVPD.

Element x y z (Å)
C -1.749 2.421 -3.212
C -1.904 2.373 -4.712
O -2.721 3.470 -5.197
C -2.106 4.627 -5.354
O -0.956 4.883 -5.158
C -3.105 5.678 -5.904
F -4.272 5.637 -5.257
F -3.340 5.439 -7.201
F -2.605 6.900 -5.788
H -2.727 2.431 -2.728
H -1.198 1.548 -2.864
H -1.202 3.308 -2.898
H -2.439 1.482 -5.033
H -0.941 2.401 -5.220
C 1.296 -6.670 3.951
C -0.111 -6.277 4.336
O -0.376 -4.889 4.008
C -0.698 -4.644 2.752
O -0.803 -5.421 1.851
C -0.986 -3.133 2.575
F -0.054 -2.377 3.169
F -2.173 -2.827 3.107
F -1.006 -2.809 1.285
H 2.021 -6.007 4.424
H 1.492 -7.690 4.279
H 1.433 -6.623 2.872
H -0.264 -6.331 5.411
H -0.855 -6.902 3.845
C 3.957 2.019 1.634
O 2.892 1.974 0.714
C 2.906 0.818 -0.109
C 2.369 -0.441 0.556
N 0.916 -0.427 0.660
C 0.392 0.550 1.618
C -0.379 1.678 0.917
C -1.611 1.358 0.164
O -0.421 1.727 -0.488
H 3.752 2.828 2.333
H 4.059 1.089 2.202
H 4.906 2.225 1.126
H 2.267 1.049 -0.961
H 3.928 0.639 -0.467
H 2.871 -0.625 1.518
H 2.640 -1.270 -0.102
H 0.598 -1.341 0.940
H -0.308 0.061 2.298
H 1.194 1.020 2.189
H -0.346 2.647 1.421
H -1.861 0.304 0.207
H -2.375 2.117 0.288

Calculated values
Spin multiplicity: 1
E_LUMO (eV): 0.58
HOMO (eV): -8.9005
Maximum force (eV/Å): 1.7

=====

Computed, not measured: the ion C5H6Cl2N5 with charge +1 in a non-equilibrium geometry, with ωB97M-V/def2-TZVPD.

Element x y z (Å)
N 0.868 -0.334 -1.732
C 0.557 -0.083 -0.416
N 1.299 -0.869 0.632
C 0.529 -1.851 1.149
N -0.728 -1.631 0.725
C -0.862 -0.496 -0.051
C -1.952 0.373 -0.207
Cl -3.537 0.060 0.030
N -1.658 1.739 -0.376
C -0.400 2.125 -0.077
N 0.686 1.303 -0.120
Cl 2.226 1.845 0.551
H 0.197 -0.583 -2.379
H 1.710 0.175 -2.254
H 2.097 -0.544 1.187
H 0.801 -2.467 2.010
H -1.583 -1.913 1.116
H -0.248 3.151 0.211

Calculated values
Total charge: +1
Spin multiplicity: 1
E_LUMO (alpha / beta) (eV): -4.41 / -4.41
HOMO (alpha / beta) (eV): -12.5588 / -12.5587
Maximum force (eV/Å): 5.1

=====

Computed, not measured: a structure of composition C2H9O2 in a non-equilibrium geometry, with ωB97M-V/def2-TZVPD.

Element x y z (Å)
O 0.636 1.746 -1.077
H 0.601 0.975 -0.150
H 0.084 2.150 -1.765
H 1.228 2.486 -0.846
C -0.067 -0.835 1.023
O 0.516 0.393 0.914
C -0.614 -1.303 -0.444
H 0.730 -1.574 1.300
H -0.911 -0.780 1.695
H 0.111 1.051 1.543
H 0.166 -1.400 -1.188
H -1.105 -2.255 -0.169
H -1.373 -0.652 -0.836

Calculated values
⟨S²⟩: 0.753
Total charge: +2
Spin multiplicity: 2
E_LUMO (alpha / beta) (eV): -8.66 / -16.27
HOMO (alpha / beta) (eV): -23.8791 / -23.9511
Maximum force (eV/Å): 2.4